24
Properties=species:S:1:pos:R:3:mulliken_charge:R:1 method="wB97M-V/def2-TZVPD" e_above_lowest_kcal_mol=0.0 max_force_ha_per_bohr=0.0109 e_tot_ev=-12498.67304 charge=+1 orbital_gap_ev=11.34 multiplicity=1
N 1.12 -0.36 -0.75 -0.13
C 0.49 0.12 0.51 -0.19
C -1.05 0.04 0.42 0.43
C -1.54 -1.39 0.20 -1.55
C -1.58 0.99 -0.66 -1.52
C 1.05 -0.77 1.62 0.33
N 0.75 -0.42 2.88 -0.33
O 1.74 -1.72 1.31 -0.62
H 0.56 -1.13 -1.13 0.35
H 2.04 -0.75 -0.53 0.40
H 1.19 0.40 -1.46 0.23
H 0.78 1.16 0.65 0.49
H -1.42 0.38 1.38 0.37
H -2.61 -1.44 0.39 0.42
H -1.07 -2.12 0.86 0.38
H -1.40 -1.72 -0.83 0.41
H -1.22 2.01 -0.51 0.39
H -1.30 0.68 -1.67 0.30
H -2.67 1.02 -0.63 0.43
H 0.17 0.36 3.12 0.21
H 1.07 -1.03 3.62 0.28
H 2.27 2.28 -2.66 0.28
H 1.11 1.71 -3.50 0.29
O 1.52 1.69 -2.63 -0.62

---

8
Properties=species:S:1:pos:R:3:mulliken_charge:R:1 method="wB97M-V/def2-TZVPD" e_above_lowest_kcal_mol=87.1 max_force_ha_per_bohr=0.0699 e_tot_ev=-21683.58795 smiles="N#C[C@@H](Cl)[N+](=O)[O-]" orbital_gap_ev=11.20 multiplicity=1
C -0.11 -1.47 -1.17 0.02
C 0.06 -0.05 -0.70 0.15
N -0.38 -2.56 -1.39 -0.27
N -1.16 0.78 -0.95 0.89
O -1.85 0.99 0.05 -0.53
O -1.27 1.34 -1.96 -0.47
Cl 1.40 0.77 -1.43 -0.11
H 0.18 0.07 0.36 0.34

---

18
Properties=species:S:1:pos:R:3:mulliken_charge:R:1 method="wB97M-V/def2-TZVPD" max_force_ha_per_bohr=0.0784 e_tot_ev=-26433.57039 smiles=PC(P)c1ccccn1 orbital_gap_ev=9.51 multiplicity=1
C 2.29 0.03 1.42 -0.51
C 2.09 1.38 1.67 -0.32
C 1.24 -0.63 0.76 -0.67
C 1.08 2.01 1.08 -0.42
C 0.13 0.10 0.30 0.48
C -0.86 -0.75 -0.50 -0.41
N 0.11 1.39 0.34 -0.39
P -0.02 -1.44 -2.05 -0.02
P -2.42 0.32 -0.73 -0.02
H 3.12 -0.45 1.88 0.40
H 2.75 1.99 2.25 0.37
H 1.44 -1.59 0.51 0.44
H 0.99 3.04 1.13 0.46
H -0.97 -1.70 0.09 0.41
H -0.24 -0.33 -2.73 0.04
H -1.04 -2.24 -2.71 0.06
H -1.70 1.32 -1.36 0.05
H -2.68 -0.43 -1.95 0.05

---

23
Properties=species:S:1:pos:R:3:mulliken_charge:R:1 method="wB97M-V/def2-TZVPD" e_above_lowest_kcal_mol=12.0 max_force_ha_per_bohr=0.1919 e_tot_ev=-51496.10603 charge=+4 orbital_gap_ev="5.34 / 5.16" multiplicity=6
Bi 0.71 3.56 -0.49 1.21
Ru -0.51 1.36 -2.07 0.90
Cl 3.17 3.59 0.05 -0.15
Cl -0.77 1.92 -4.28 0.18
C -2.15 1.91 -1.61 0.56
C 1.34 6.20 -0.26 0.10
C 0.04 4.76 -2.87 0.11
O -3.25 2.27 -1.38 -0.09
O 1.92 7.16 -0.06 0.04
O -0.40 5.28 -3.78 0.02
N -0.16 0.06 -0.83 -0.37
C -0.05 -0.87 -0.11 -0.24
C 0.01 -2.03 0.69 0.92
C 0.90 -3.09 0.39 -0.12
C 0.89 -4.24 1.18 -0.43
C 0.01 -4.36 2.26 -0.46
C -0.87 -3.31 2.57 -0.45
C -0.87 -2.14 1.80 -0.16
H 1.58 -2.97 -0.46 0.50
H 1.58 -5.06 0.93 0.49
H 0.01 -5.28 2.86 0.47
H -1.55 -3.40 3.42 0.49
H -1.56 -1.32 2.04 0.48

---

90
Properties=species:S:1:pos:R:3:mulliken_charge:R:1 method="wB97M-V/def2-TZVPD" e_above_lowest_kcal_mol=0.0 max_force_ha_per_bohr=0.0098 e_tot_ev=-74484.31340 charge=+4 orbital_gap_ev="6.25 / 6.37" multiplicity=3
Mo 0.02 0.02 -0.27 -0.72
C 5.44 -1.01 -0.94 -0.73
N 4.98 0.40 -1.39 0.06
C 5.39 1.41 -0.30 -0.77
N 4.85 1.02 0.96 0.22
C 5.30 -0.32 1.33 -0.92
N 4.90 -1.31 0.34 0.24
C 3.46 -1.56 0.32 -1.11
P 2.58 0.00 -0.12 2.93
C 3.50 0.44 -1.66 -1.45
C 3.40 1.17 1.04 -0.84
H 6.53 -0.97 -0.90 0.35
H 5.12 -1.71 -1.71 0.39
H 5.47 0.64 -2.26 0.38
H 5.04 2.39 -0.62 0.35
H 6.48 1.40 -0.27 0.38
H 4.89 -0.59 2.31 0.36
H 6.39 -0.32 1.41 0.31
H 3.13 -1.90 1.31 0.44
H 3.22 -2.34 -0.41 0.41
H 3.24 1.44 -2.00 0.47
H 3.26 -0.27 -2.46 0.72
H 3.07 0.96 2.06 0.47
H 3.10 2.19 0.80 0.15
C -3.30 -4.92 2.44 -0.88
N -2.06 -4.30 1.94 0.00
N -2.03 -3.04 1.43 0.88
C -0.75 -2.77 1.11 0.07
O -0.43 -1.60 0.58 -0.75
C 0.04 -3.86 1.42 -0.63
C -0.83 -4.82 1.94 0.33
C -0.55 -6.19 2.45 -1.64
C -3.20 -2.20 1.33 -0.91
C -4.09 -2.43 0.29 0.01
C -5.25 -1.66 0.23 -0.88
C -5.49 -0.70 1.20 -0.55
C -4.58 -0.48 2.23 -0.89
C -3.42 -1.24 2.30 0.19
H -4.00 -4.14 2.71 0.38
H -3.04 -5.51 3.32 0.40
H -3.73 -5.56 1.67 0.32
H 1.10 -3.97 1.28 0.54
H 0.48 -6.46 2.24 0.39
H -1.20 -6.92 1.97 0.39
H -0.71 -6.23 3.52 0.38
H -3.89 -3.20 -0.45 0.63
H -5.97 -1.84 -0.55 0.51
H -6.41 -0.13 1.17 0.49
H -4.80 0.24 3.00 0.61
H -2.73 -1.13 3.13 0.60
C 2.33 4.50 2.69 -1.20
C 1.24 3.51 2.95 -0.15
O 0.41 3.38 1.71 -0.07
P -0.29 2.19 1.01 0.42
O 0.09 2.20 -0.59 -0.07
C -0.55 3.07 -1.66 -0.22
C 0.20 4.37 -1.75 -1.24
O -1.82 2.47 0.95 -0.05
C -2.71 2.99 2.05 -0.23
C -2.71 4.49 2.08 -1.17
H 2.88 4.67 3.62 0.44
H 1.92 5.46 2.38 0.36
H 3.04 4.15 1.94 0.26
H 0.53 3.86 3.70 0.43
H 1.58 2.51 3.21 0.29
H -1.59 3.17 -1.37 0.28
H -0.47 2.46 -2.56 0.27
H 0.08 4.97 -0.85 0.34
H -0.21 4.94 -2.59 0.45
H 1.26 4.21 -1.95 0.29
H -2.37 2.52 2.97 0.41
H -3.67 2.57 1.77 0.29
H -1.77 4.90 2.44 0.25
H -3.49 4.81 2.77 0.45
H -2.94 4.90 1.10 0.31
O 1.64 -0.91 -3.68 -0.66
C 0.48 -0.71 -3.49 0.45
N -0.06 -0.36 -2.19 0.84
C -1.44 -0.22 -2.30 -0.04
O -1.99 0.08 -1.22 -0.32
C -1.86 -0.43 -3.66 0.75
C -3.11 -0.37 -4.27 -0.45
C -3.15 -0.64 -5.64 -0.70
C -2.00 -0.96 -6.35 -0.55
C -0.74 -1.01 -5.74 -0.47
C -0.70 -0.74 -4.39 -0.18
H -4.00 -0.13 -3.72 0.60
H -4.10 -0.61 -6.16 0.48
H -2.08 -1.16 -7.41 0.46
H 0.15 -1.26 -6.30 0.56

---

8
Properties=species:S:1:pos:R:3:mulliken_charge:R:1 method="wB97M-V/def2-TZVPD" e_above_lowest_kcal_mol=46.3 max_force_ha_per_bohr=0.0498 e_tot_ev=-32901.81340 orbital_gap_ev=7.73 multiplicity=1
C 1.55 -0.50 0.09 -0.31
O -1.55 -0.23 -0.11 -0.55
S 0.51 2.01 1.03 -0.36
S 1.33 1.02 -0.44 0.14
I -3.29 -0.86 -0.93 0.21
H 1.91 -1.21 -0.67 0.27
H 1.12 -0.94 1.05 0.26
H -1.59 0.70 -0.02 0.34

---

15
Properties=species:S:1:pos:R:3:mulliken_charge:R:1 method="wB97M-V/def2-TZVPD" e_above_lowest_kcal_mol=134.4 max_force_ha_per_bohr=0.0862 e_tot_ev=-7829.85937 smiles=C#C[C@@H]1C[N+]12CC2 charge=+1 orbital_gap_ev=11.90 multiplicity=1
C 2.75 -0.70 -0.08 0.03
C 1.89 0.12 -0.27 -0.67
C -0.84 -1.19 0.28 -0.36
C -1.68 -0.47 -0.54 -0.37
C -0.18 1.47 0.66 -0.38
C 0.59 0.87 -0.54 0.09
N -0.52 0.22 0.05 0.31
H 3.62 -1.20 0.46 0.35
H -1.12 -1.61 1.24 0.29
H -0.08 -1.71 -0.20 0.28
H -1.71 -0.58 -1.55 0.30
H -2.63 -0.16 -0.08 0.26
H 0.32 1.48 1.64 0.27
H -0.90 2.29 0.51 0.26
H 0.49 1.18 -1.58 0.34

---

21
Properties=species:S:1:pos:R:3:mulliken_charge:R:1 method="wB97M-V/def2-TZVPD" e_above_lowest_kcal_mol=140.5 max_force_ha_per_bohr=0.0743 e_tot_ev=-21795.32136 charge=-1 orbital_gap_ev="6.80 / 7.59" multiplicity=1
C 1.74 -0.28 1.39 -0.61
C -1.97 -2.11 -0.21 -1.25
C -1.39 1.47 -0.33 -1.26
C -1.52 -0.92 0.62 -0.12
C -0.76 0.09 -0.20 -0.47
N 2.51 1.54 -0.71 -0.69
O 4.26 0.22 0.59 -0.64
O 2.74 -0.92 -0.98 -0.67
S 2.91 0.06 0.10 1.02
H 1.65 0.80 1.47 0.08
H -1.37 -2.96 -0.16 0.35
H -2.87 -2.51 0.24 0.35
H -2.19 -1.87 -1.30 0.31
H -2.51 1.43 -0.34 0.41
H -1.03 2.11 0.54 0.22
H -0.98 2.02 -1.21 0.29
H -0.80 -1.17 1.45 0.24
H -2.38 -0.37 1.06 0.35
H -0.10 -0.29 -1.03 0.53
H 1.61 1.44 -0.98 0.31
H 2.44 2.22 -0.03 0.26